{"formula": "C37H77Br2FN8O10Si", "method": "the ωB97M-V functional and the def2-TZVPD basis", "elements": ["C", "C", "C", "C", "C", "Si", "C", "C", "C", "O", "C", "C", "O", "F", "C", "Br", "C", "C", "Br", "H", "H", "H", "H", "H", "H", "H", "H", "H", "H", "H", "H", "H", "H", "H", "H", "H", "H", "H", "H", "H", "C", "N", "C", "C", "O", "H", "H", "H", "H", "H", "H", "H", "C", "N", "C", "C", "O", "H", "H", "H", "H", "H", "H", "H", "C", "N", "C", "C", "O", "H", "H", "H", "H", "H", "H", "H", "C", "N", "C", "C", "O", "H", "H", "H", "H", "H", "H", "H", "C", "N", "C", "C", "O", "H", "H", "H", "H", "H", "H", "H", "C", "N", "C", "C", "O", "H", "H", "H", "H", "H", "H", "H", "C", "N", "C", "C", "O", "H", "H", "H", "H", "H", "H", "H", "C", "N", "C", "C", "O", "H", "H", "H", "H", "H", "H", "H"], "coordinates": [[-0.53529, -2.55006, 4.17485], [0.47285, -1.93132, 3.96264], [1.69412, -1.16381, 3.70377], [2.75069, -2.03202, 2.97363], [3.41650, -1.27022, 1.81601], [2.41537, -1.10222, 0.21411], [3.16974, -2.33620, -1.01045], [2.77431, -3.80712, -0.77545], [3.59360, -4.51644, 0.31593], [2.79385, -5.14465, 1.31793], [0.59395, -1.56035, 0.55643], [-0.33595, -1.80954, -0.58227], [-1.51168, -1.62294, -0.56641], [0.22380, -2.29972, -1.70751], [2.61429, 0.72515, -0.35104], [4.17035, 0.78920, -1.57091], [1.42920, 1.41189, -1.02341], [0.18238, 1.55124, -0.13865], [0.96876, 0.58049, -2.73803], [-1.33186, -3.24452, 4.29230], [2.10577, -0.81265, 4.64757], [1.41863, -0.28206, 3.12352], [2.34276, -2.99116, 2.65423], [3.52966, -2.27331, 3.70174], [4.39828, -1.68378, 1.57360], [3.61020, -0.25820, 2.18316], [2.99958, -2.02976, -2.04192], [4.24897, -2.25458, -0.84635], [1.71657, -3.92824, -0.53221], [2.92006, -4.34508, -1.71489], [4.25997, -3.82545, 0.83102], [4.21940, -5.28756, -0.14600], [1.94176, -5.37186, 0.93560], [0.60371, -2.47179, 1.16702], [0.11174, -0.81141, 1.17978], [2.94405, 1.36317, 0.46783], [1.72281, 2.42081, -1.30323], [-0.07894, 2.60647, -0.07710], [0.41008, 1.24159, 0.88320], [-0.64683, 0.95705, -0.51716], [-3.31101, -4.26387, -3.42283], [-3.72757, -2.97817, -3.94874], [-3.30290, -1.75875, -3.28687], [-4.50497, -2.87477, -5.03852], [-4.87491, -1.81757, -5.52768], [-3.66941, -4.39052, -2.39924], [-2.22080, -4.33596, -3.42080], [-3.71678, -5.06233, -4.04364], [-4.18020, -1.19469, -2.96491], [-2.73564, -1.13610, -3.98179], [-2.68587, -1.98736, -2.42178], [-4.78886, -3.85261, -5.45932], [-2.80309, -6.25995, -9.34094], [-3.14299, -6.00026, -7.95800], [-2.47582, -4.92853, -7.23821], [-4.06754, -6.71432, -7.29127], [-4.37905, -6.51503, -6.13020], [-1.74631, -6.51807, -9.43377], [-3.00478, -5.38086, -9.95590], [-3.39884, -7.09060, -9.71428], [-1.95902, -5.33534, -6.36770], [-3.21899, -4.21396, -6.89093], [-1.76015, -4.43151, -7.88771], [-4.52968, -7.50923, -7.89956], [6.92148, 2.70269, 2.91276], [5.98902, 1.81136, 3.57058], [6.50053, 0.70648, 4.36608], [4.65712, 1.96467, 3.46901], [3.83744, 1.23862, 4.00225], [7.54985, 2.14948, 2.21226], [7.56404, 3.19341, 3.64651], [6.37320, 3.46495, 2.36219], [6.14046, -0.24184, 3.96508], [6.14999, 0.79229, 5.39523], [7.58675, 0.71215, 4.35479], [4.36338, 2.82066, 2.83673], [-1.79742, 6.12211, -2.95282], [-0.94647, 5.08141, -2.41498], [-1.29790, 3.69039, -2.65603], [0.15281, 5.35491, -1.69460], [0.89081, 4.51413, -1.20816], [-2.80973, 6.02815, -2.55605], [-1.84317, 6.05261, -4.04121], [-1.39980, 7.09864, -2.68066], [-1.44581, 3.17537, -1.70551], [-0.49435, 3.18460, -3.19391], [-2.21561, 3.63917, -3.23201], [0.33298, 6.43596, -1.56982], [-5.02168, 0.25044, -4.63860], [-4.59575, 1.24987, -3.67047], [-4.07739, 0.81292, -2.38227], [-4.66462, 2.56322, -3.91990], [-4.32812, 3.43751, -3.13017], [-5.83160, -0.35277, -4.22553], [-4.19575, -0.41115, -4.90183], [-5.37736, 0.74234, -5.54133], [-4.68861, 1.21438, -1.57283], [-3.05497, 1.16598, -2.24373], [-4.08945, -0.27243, -2.34062], [-5.06445, 2.79641, -4.91965], [-3.61430, 2.69848, 3.14738], [-2.23383, 2.52812, 3.56690], [-1.79292, 3.10196, 4.82634], [-1.33903, 1.86870, 2.81702], [-0.16150, 1.72632, 3.10101], [-3.85683, 3.75780, 3.05004], [-4.29444, 2.24464, 3.87070], [-3.76362, 2.22206, 2.18067], [-0.98862, 3.81800, 4.65516], [-1.41345, 2.32056, 5.48541], [-2.63171, 3.60447, 5.30151], [-1.77356, 1.46198, 1.88718], [-6.65510, 6.18986, -0.37430], [-5.82283, 5.34552, 0.45649], [-4.80173, 4.52301, -0.17214], [-5.96014, 5.29388, 1.79351], [-5.28301, 4.60035, 2.53150], [-7.21238, 5.58798, -1.09479], [-6.04360, 6.90983, -0.92211], [-7.36262, 6.73492, 0.24802], [-4.98621, 3.47070, 0.04614], [-3.81916, 4.78257, 0.22644], [-4.81007, 4.67098, -1.24640], [-6.76082, 5.95126, 2.17366], [7.62185, -3.06979, 8.50636], [8.15262, -1.92917, 7.78886], [8.32485, -0.66607, 8.48604], [8.49349, -1.99442, 6.48787], [8.93948, -1.06202, 5.84633], [6.62289, -2.85116, 8.88859], [8.26961, -3.32995, 9.34595], [7.55834, -3.92557, 7.83734], [7.73296, 0.11505, 8.00803], [9.37062, -0.35870, 8.46157], [8.00481, -0.78113, 9.51865], [8.32507, -2.99040, 6.04474]], "lumo_energy_ev": 0.5266, "total_energy_ha": -8183.7622, "homo_lumo_gap_ev": 9.07, "smiles": "C#CCCC[Si@@](CCCO)(CC(=O)F)[C@@H](Br)[C@H](C)Br.CN(C)C=O.CN(C)C=O.CN(C)C=O.CN(C)C=O.CN(C)C=O.CN(C)C=O.CN(C)C=O.CN(C)C=O", "spin_multiplicity": 1, "homo_ha": -0.314}